Record 1
This record from OMol25 describes a 6-piece molecular cluster, C22H59N2O7P2 overall. The level of theory is ωB97M-V/def2-TZVPD.

Cartesian coordinates (Å):
N  4.6635  -1.3282  -2.4696
P  3.9783  0.0333  -3.3421
O  5.2548  1.1932  -3.4275
P  2.4243  1.0458  -2.1754
N  2.4002  2.7422  -2.6806
C  0.7091  0.2946  -2.3129
C  0.3979  -0.4239  -3.6968
O  1.1353  -1.2216  -4.2848
H  5.2237  -1.8803  -3.1445
H  3.9199  -1.9325  -2.0820
H  5.2689  1.6039  -4.3164
H  2.8060  1.0232  -0.7774
H  1.7807  2.8043  -3.5154
H  3.3593  2.9818  -3.0043
H  -0.0373  1.1661  -2.2224
H  0.4606  -0.3876  -1.4213
H  -0.6316  -0.2137  -4.1654
C  0.2947  0.7450  3.8361
C  -0.6983  -0.0420  2.9979
O  -0.1321  -0.5952  1.8144
C  0.9400  -1.5103  1.9985
C  0.5638  -2.7304  2.8157
H  0.7351  1.5552  3.2468
H  -0.2016  1.1747  4.7092
H  1.1136  0.1186  4.1934
H  -1.4964  0.6301  2.6744
H  -1.1775  -0.8270  3.5905
H  1.8042  -0.9959  2.4327
H  1.2455  -1.8359  0.9984
H  0.2554  -2.4673  3.8295
H  1.4146  -3.4114  2.8891
H  -0.2706  -3.2607  2.3488
C  -1.2361  4.7012  -2.3859
C  0.1680  5.0577  -2.8457
O  0.3016  5.1368  -4.2588
C  -0.5124  6.1010  -4.9181
C  -0.2594  7.5254  -4.4568
H  -1.5514  3.7476  -2.8225
H  -1.2704  4.6179  -1.2967
H  -1.9667  5.4533  -2.6851
H  0.8558  4.2774  -2.5161
H  0.5095  5.9871  -2.3799
H  -1.5695  5.8353  -4.8156
H  -0.2785  6.0273  -5.9833
H  -0.4842  7.6588  -3.3970
H  -0.8812  8.2228  -5.0219
H  0.7900  7.7938  -4.6047
C  3.4279  -5.2822  1.0671
C  3.8520  -5.0447  -0.3730
O  4.6603  -3.8847  -0.5470
C  5.8921  -3.8590  0.1660
C  6.8263  -5.0004  -0.1955
H  2.8836  -4.4156  1.4538
H  2.7823  -6.1611  1.1332
H  4.2843  -5.4479  1.7223
H  2.9584  -4.8927  -0.9835
H  4.3586  -5.9241  -0.7815
H  5.7033  -3.8305  1.2439
H  6.3765  -2.9119  -0.0869
H  6.3946  -5.9741  0.0429
H  7.7671  -4.9078  0.3511
H  7.0423  -4.9922  -1.2672
C  -7.3993  3.4804  -2.3445
C  -6.1589  4.2247  -2.8092
O  -4.9418  3.6101  -2.4045
C  -4.7202  2.2861  -2.8664
C  -4.6912  2.1681  -4.3808
H  -7.4009  3.3837  -1.2549
H  -8.3010  4.0155  -2.6515
H  -7.4513  2.4734  -2.7617
H  -6.1626  5.2239  -2.3683
H  -6.1689  4.3663  -3.8945
H  -5.4604  1.6061  -2.4323
H  -3.7483  1.9781  -2.4687
H  -5.6414  2.4576  -4.8322
H  -4.4790  1.1380  -4.6774
H  -3.9185  2.8190  -4.7998
C  -1.5542  -5.2924  6.0494
C  -0.7261  -4.1544  6.6224
O  -1.1806  -2.8665  6.2284
C  -2.5091  -2.5239  6.6019
C  -2.7405  -2.5383  8.1028
H  -1.5656  -5.2439  4.9562
H  -1.1389  -6.2559  6.3545
H  -2.5904  -5.2539  6.3887
H  0.2992  -4.2465  6.2562
H  -0.6710  -4.2189  7.7133
H  -3.2251  -3.1725  6.0864
H  -2.6850  -1.5118  6.2268
H  -2.5850  -3.5299  8.5315
H  -3.7631  -2.2305  8.3319
H  -2.0493  -1.8542  8.6021

Summary:
- highest occupied orbital energy (eV) = -11.2
- total charge = +1
- multiplicity = 1

Partial charges, Löwdin, in e:
1. N -0.185
2. P 0.718
3. O -0.355
4. P 0.802
5. N -0.138
6. C -0.252
7. C -0.259
8. O 0.003
9. H 0.059
10. H 0.035
11. H 0.053
12. H 0.039
13. H 0.068
14. H 0.060
15. H 0.105
16. H 0.118
17. H 0.144
18. C -0.074
19. C -0.269
20. O -0.182
21. C -0.289
22. C -0.068
23. H 0.079
24. H 0.082
25. H 0.068
26. H 0.119
27. H 0.105
28. H 0.107
29. H 0.102
30. H 0.061
31. H 0.064
32. H 0.091
33. C -0.069
34. C -0.290
35. O -0.177
36. C -0.272
37. C -0.074
38. H 0.068
39. H 0.085
40. H 0.073
41. H 0.062
42. H 0.113
43. H 0.107
44. H 0.120
45. H 0.068
46. H 0.083
47. H 0.084
48. C -0.068
49. C -0.271
50. O -0.200
51. C -0.277
52. C -0.075
53. H 0.058
54. H 0.086
55. H 0.072
56. H 0.116
57. H 0.109
58. H 0.108
59. H 0.115
60. H 0.069
61. H 0.083
62. H 0.083
63. C -0.077
64. C -0.276
65. O -0.171
66. C -0.287
67. C -0.079
68. H 0.084
69. H 0.081
70. H 0.065
71. H 0.120
72. H 0.106
73. H 0.108
74. H 0.104
75. H 0.069
76. H 0.076
77. H 0.075
78. C -0.077
79. C -0.279
80. O -0.182
81. C -0.281
82. C -0.077
83. H 0.078
84. H 0.080
85. H 0.067
86. H 0.115
87. H 0.107
88. H 0.107
89. H 0.114
90. H 0.067
91. H 0.080
92. H 0.084

Record 2
This record from OMol25 describes C22H60CsF6N2O9P as an isolated structure. The level of theory is ωB97M-V/def2-TZVPD.

Cartesian coordinates (Å):
Cs  13.1309  -19.9271  -9.1378
P  14.8545  -20.9516  -14.1693
F  14.9599  -19.4975  -14.8923
F  14.0635  -21.6313  -15.4281
F  16.2853  -21.3244  -14.7930
F  14.8223  -22.4056  -13.3768
F  15.5085  -20.3135  -12.7771
F  13.3748  -20.5950  -13.5629
C  16.4722  -21.6426  -20.1504
C  16.8354  -21.6126  -21.6679
O  18.1920  -21.9045  -21.8488
H  16.4831  -22.6520  -19.7391
H  15.5019  -21.2088  -19.9091
H  17.1999  -21.1063  -19.5414
H  16.5054  -20.6811  -22.1278
H  16.2113  -22.3500  -22.1727
H  18.3305  -21.9403  -22.7981
C  10.0699  -24.1652  -11.6639
C  10.3567  -25.6270  -11.8098
O  10.2804  -26.2624  -10.5807
H  10.7046  -23.8437  -10.8382
H  9.0276  -23.9446  -11.4334
H  10.3460  -23.6704  -12.5951
H  11.3192  -25.7844  -12.2965
H  9.6817  -26.3004  -12.3380
H  9.3637  -26.2244  -10.2982
O  11.3693  -18.5407  -16.4094
H  11.9600  -19.2896  -16.3303
H  11.8879  -17.7934  -16.1115
O  18.2249  -16.2667  -12.3033
H  17.7907  -16.2124  -11.4519
H  18.6896  -17.1033  -12.2827
O  20.2464  -19.9110  -15.0334
H  19.2947  -19.8388  -14.9612
H  20.5621  -19.8302  -14.1333
O  16.5566  -15.4878  -15.6393
H  16.7595  -15.9780  -14.8426
H  15.6092  -15.5784  -15.7420
O  18.8674  -24.4109  -13.8016
H  18.1342  -23.9666  -14.2272
H  19.4987  -24.5605  -14.5054
C  11.4364  -18.6104  -22.6826
C  10.5800  -19.9043  -22.7751
C  11.4228  -20.9500  -23.6546
C  10.9345  -22.3766  -23.5365
C  10.9887  -22.8386  -22.0681
C  10.0888  -21.8874  -21.1438
N  10.3284  -20.4252  -21.4068
O  9.5243  -19.6699  -20.6755
C  8.6189  -22.2825  -21.4432
C  10.3489  -22.2646  -19.7452
C  9.2736  -19.7071  -23.5734
H  12.1159  -18.6427  -21.8308
H  10.8308  -17.7165  -22.5333
H  12.1722  -18.4926  -23.4781
H  11.4007  -20.5310  -24.6606
H  12.4737  -20.9355  -23.3657
H  11.5667  -23.0553  -24.1091
H  9.9531  -22.6207  -23.9432
H  12.0037  -22.8174  -21.6712
H  10.6498  -23.8740  -22.1028
H  8.3905  -23.2792  -21.0658
H  7.9201  -21.6230  -20.9286
H  8.2868  -22.0519  -22.4554
H  11.4083  -22.0355  -19.6297
H  9.7692  -21.6905  -19.0223
H  10.2032  -23.3112  -19.4778
H  8.5363  -18.9978  -23.1975
H  8.6323  -20.5617  -23.7890
H  9.5186  -19.2477  -24.5310
H  10.1589  -19.1905  -20.1379
C  12.5650  -28.7225  -19.4292
C  14.0866  -28.7045  -19.1290
C  14.2653  -29.4101  -17.7275
C  14.0426  -30.9323  -17.7728
C  14.9105  -31.6372  -18.8347
C  14.8012  -30.9838  -20.2627
N  14.8612  -29.5134  -20.0704
O  15.0061  -28.8980  -21.2988
C  15.9833  -31.6039  -20.9842
C  13.4642  -31.5626  -20.9687
C  14.5473  -27.2295  -19.0499
H  12.1866  -29.7303  -19.2580
H  12.3432  -28.4725  -20.4667
H  11.9714  -28.0976  -18.7619
H  15.2308  -29.2360  -17.2525
H  13.5350  -29.0889  -16.9848
H  13.0455  -31.2745  -18.0502
H  14.3157  -31.2999  -16.7837
H  14.7112  -32.7088  -18.8370
H  15.9331  -31.5138  -18.4781
H  16.3278  -31.0371  -21.8491
H  16.8970  -31.6346  -20.3906
H  15.9385  -32.6138  -21.3920
H  12.7115  -31.5884  -20.1808
H  13.1352  -30.9289  -21.7923
H  13.5884  -32.5752  -21.3523
H  14.2683  -26.7362  -19.9809
H  15.6188  -27.1238  -18.8801
H  14.1114  -26.7057  -18.1992
H  14.1813  -29.1080  -21.7429

Summary:
- highest occupied orbital energy (eV) = -7.6
- multiplicity = 1

Atomic partial charges in e from the Löwdin method, atoms 1 to 99:
1. Cs 0.951
2. P 0.201
3. F -0.175
4. F -0.178
5. F -0.157
6. F -0.206
7. F -0.229
8. F -0.211
9. C -0.074
10. C -0.337
11. O -0.068
12. H 0.065
13. H 0.065
14. H 0.069
15. H 0.099
16. H 0.097
17. H 0.081
18. C -0.083
19. C -0.360
20. O -0.086
21. H 0.071
22. H 0.073
23. H 0.081
24. H 0.119
25. H 0.114
26. H 0.085
27. O -0.055
28. H 0.024
29. H 0.024
30. O -0.042
31. H 0.026
32. H 0.031
33. O -0.050
34. H 0.025
35. H 0.023
36. O -0.052
37. H 0.014
38. H 0.024
39. O -0.057
40. H 0.026
41. H 0.028
42. C -0.032
43. C -0.440
44. C -0.130
45. C -0.200
46. C -0.113
47. C -0.483
48. N -0.161
49. O 0.005
50. C -0.043
51. C -0.064
52. C -0.045
53. H 0.079
54. H 0.078
55. H 0.075
56. H 0.110
57. H 0.112
58. H 0.105
59. H 0.102
60. H 0.110
61. H 0.115
62. H 0.084
63. H 0.077
64. H 0.056
65. H 0.088
66. H 0.088
67. H 0.092
68. H 0.077
69. H 0.065
70. H 0.079
71. H 0.118
72. C -0.032
73. C -0.480
74. C -0.122
75. C -0.191
76. C -0.147
77. C -0.443
78. N -0.112
79. O -0.005
80. C -0.064
81. C -0.009
82. C -0.028
83. H 0.056
84. H 0.079
85. H 0.086
86. H 0.118
87. H 0.113
88. H 0.091
89. H 0.108
90. H 0.120
91. H 0.107
92. H 0.077
93. H 0.077
94. H 0.083
95. H 0.054
96. H 0.067
97. H 0.074
98. H 0.077
99. H 0.085

Calculated values (Eh/bohr) of max |F| for the records, taken in order: 0.069, 0.108.
Calculated values (eV) of E_tot for the records, taken in order: -59651.8993, -71337.2537.
Calculated values (eV) of E_LUMO for the records, taken in order: -3.4, -2.0.